[1]
Formula: C3H12N2O
Source: the OMol25 dataset
Level of theory: ωB97M-V with the def2-TZVPD basis set

For the LUMO energy, the calculation gives 0.606 eV. The SMILES is CNCCN.O. For the energy above the lowest of the compared OMol25 structures with the same formula, charge and spin, the calculation gives 0.906 eV. Its energy is -306.2106 Ha. Its highest occupied orbital energy is -8.4 eV. The calculation puts the molecular weight at 92.1 g/mol.

Each line ends with the Löwdin charge.
Atoms and positions in Å:
C1 1.010 1.935 0.522  -0.1255
N1 1.501 0.609 0.081  -0.1216
C2 0.689 -0.538 0.491  -0.2634
C3 0.394 -1.492 -0.636  -0.3108
N2 -0.644 -2.486 -0.391  -0.0040
H1 0.923 2.608 -0.317  0.0687
H2 0.033 1.870 1.006  0.0517
H3 1.685 2.299 1.299  0.0646
H4 1.627 0.673 -0.920  0.0826
H5 -0.298 -0.255 0.874  0.0881
H6 1.219 -0.952 1.357  0.1117
H7 1.264 -1.960 -1.091  0.1061
H8 0.126 -0.929 -1.539  0.1074
H9 -1.481 -1.950 -0.203  0.0519
H10 -0.457 -3.032 0.436  0.0615
O1 -2.253 1.367 -0.139  -0.0359
H11 -2.953 0.875 0.260  0.0241
H12 -2.383 1.358 -1.090  0.0429

[2]
Formula: C3H12N2O
Source: the OMol25 dataset
Level of theory: ωB97M-V with the def2-TZVPD basis set

For the LUMO energy, the calculation gives 0.895 eV. The SMILES is CCNCN.O. For the energy above the lowest of the compared OMol25 structures with the same formula, charge and spin, the calculation gives 2.054 eV. Its energy is -306.1685 Ha. Its highest occupied orbital energy is -8.9 eV. The calculation puts the molecular weight at 92.1 g/mol.

Each line ends with the Löwdin charge.
Atoms and positions in Å:
C1 -0.611 0.157 2.118  -0.0856
C2 -1.183 -0.245 0.765  -0.2585
N1 -0.272 0.190 -0.288  -0.1648
C3 -0.163 -0.576 -1.460  -0.3450
N2 0.571 -0.076 -2.665  -0.0314
H1 0.330 -0.200 2.211  0.0087
H2 -0.777 1.195 2.292  0.0596
H3 -1.119 -0.402 3.064  0.1289
H4 -2.178 0.053 0.533  0.1032
H5 -1.035 -1.335 0.722  0.1146
H6 -0.548 1.159 -0.453  0.1291
H7 0.382 -1.553 -0.978  0.1648
H8 -1.062 -0.969 -1.888  0.0876
H9 0.496 1.036 -2.819  0.1198
H10 1.512 -0.356 -2.991  0.0624
O1 2.182 0.435 0.812  -0.1485
H11 1.349 0.052 0.426  -0.0223
H12 2.127 1.436 0.600  0.0773

[3]
Formula: C3H12N2O
Source: the OMol25 dataset
Level of theory: ωB97M-V with the def2-TZVPD basis set

For the LUMO energy, the calculation gives 0.851 eV. The SMILES is NCCCN.O. For the energy above the lowest of the compared OMol25 structures with the same formula, charge and spin, the calculation gives 0.609 eV. Its energy is -306.2216 Ha. Its highest occupied orbital energy is -9.4 eV. The calculation puts the molecular weight at 92.1 g/mol.

Each line ends with the Löwdin charge.
Atoms and positions in Å:
N1 0.975 1.277 1.175  -0.0110
C1 -0.009 0.431 0.518  -0.3397
C2 -0.093 -0.922 1.143  -0.2482
C3 -0.648 -2.035 0.245  -0.2809
N2 -1.088 -3.227 1.065  -0.0171
H1 0.647 1.347 2.136  0.0656
H2 0.869 2.215 0.803  0.0641
H3 0.261 0.350 -0.543  0.1120
H4 -1.066 0.853 0.433  0.1287
H5 0.862 -1.361 1.481  0.1186
H6 -0.665 -0.918 2.096  0.1131
H7 0.141 -2.379 -0.414  0.0993
H8 -1.493 -1.712 -0.399  0.1071
H9 -0.462 -3.991 0.840  0.0517
H10 -0.848 -2.950 2.011  0.0369
O1 0.851 3.969 -4.088  -0.0505
H11 0.609 4.738 -3.577  0.0243
H12 1.159 4.315 -4.922  0.0261

[4]
Formula: C3H12N2O
Source: the OMol25 dataset
Level of theory: ωB97M-V with the def2-TZVPD basis set

For the LUMO energy, the calculation gives 1.037 eV. The SMILES is CCNCN.O. For the energy above the lowest of the compared OMol25 structures with the same formula, charge and spin, the calculation gives 1.670 eV. Its energy is -306.1826 Ha. Its highest occupied orbital energy is -8.4 eV. The calculation puts the molecular weight at 92.1 g/mol.

Each line ends with the Löwdin charge.
Atoms and positions in Å:
C1 2.094 -1.740 0.775  -0.0735
C2 1.206 -0.372 0.953  -0.2845
N1 0.131 -0.182 0.031  -0.1510
C3 -0.805 0.820 0.418  -0.3506
N2 -0.961 1.992 -0.444  0.0179
H1 1.490 -2.607 0.540  0.0510
H2 2.707 -1.566 -0.105  0.0444
H3 2.765 -1.968 1.645  0.0720
H4 1.770 0.648 0.945  0.1322
H5 0.579 -0.566 1.876  0.1059
H6 0.342 -0.440 -0.963  0.1408
H7 -1.784 0.322 0.553  0.0992
H8 -0.558 1.105 1.495  0.1299
H9 -0.791 1.765 -1.368  0.0216
H10 -0.936 2.934 -0.040  0.0864
O1 -2.436 0.092 -2.457  -0.0483
H11 -2.732 -0.767 -2.180  0.0290
H12 -2.081 0.530 -1.674  -0.0224

[5]
Formula: C3H12N2O
Source: the OMol25 dataset
Level of theory: ωB97M-V with the def2-TZVPD basis set

For the LUMO energy, the calculation gives 0.877 eV. The SMILES is NCCCN.O. For the energy above the lowest of the compared OMol25 structures with the same formula, charge and spin, the calculation gives 0.329 eV. Its energy is -306.2318 Ha. Its highest occupied orbital energy is -8.8 eV. The calculation puts the molecular weight at 92.1 g/mol.

Each line ends with the Löwdin charge.
Atoms and positions in Å:
N1 1.355 1.199 -0.902  -0.0182
C1 1.089 1.024 0.495  -0.3363
C2 0.495 -0.325 0.794  -0.2351
C3 0.350 -0.570 2.292  -0.3034
N2 -0.297 -1.826 2.643  -0.0215
H1 2.135 0.654 -1.257  0.0706
H2 1.387 2.129 -1.280  0.0584
H3 1.998 1.144 1.098  0.1075
H4 0.411 1.816 0.828  0.1180
H5 1.145 -1.101 0.372  0.1093
H6 -0.442 -0.456 0.253  0.1085
H7 1.338 -0.561 2.755  0.1124
H8 -0.282 0.225 2.684  0.1092
H9 0.206 -2.678 2.461  0.0560
H10 -1.209 -1.902 2.198  0.0647
O1 -3.598 0.406 -5.105  -0.0608
H11 -3.122 0.822 -5.824  0.0271
H12 -2.960 0.002 -4.507  0.0335

[6]
Formula: C3H12N2O
Source: the OMol25 dataset
Level of theory: ωB97M-V with the def2-TZVPD basis set

For the LUMO energy, the calculation gives 0.743 eV. The SMILES is NCCCN.O. For the energy above the lowest of the compared OMol25 structures with the same formula, charge and spin, the calculation gives 0.739 eV. Its energy is -306.2168 Ha. Its highest occupied orbital energy is -8.6 eV. The calculation puts the molecular weight at 92.1 g/mol.

Each line ends with the Löwdin charge.
Atoms and positions in Å:
N1 -1.478 1.113 2.659  -0.0195
C1 -0.839 -0.176 2.444  -0.2619
C2 -0.462 -0.405 0.947  -0.2174
C3 0.114 0.820 0.289  -0.2991
N2 0.346 0.631 -1.181  -0.0180
H1 -1.064 1.759 3.299  0.0606
H2 -2.466 1.172 2.507  0.0655
H3 0.119 -0.109 2.954  0.1075
H4 -1.547 -0.929 2.774  0.0997
H5 -1.304 -0.772 0.433  0.0852
H6 0.300 -1.193 0.945  0.1092
H7 -0.483 1.715 0.408  0.0887
H8 1.052 1.075 0.765  0.1046
H9 -0.052 -0.281 -1.406  0.0446
H10 1.336 0.420 -1.294  0.0504
O1 1.956 -1.758 -5.819  -0.0597
H11 1.634 -1.702 -4.909  0.0325
H12 2.837 -1.382 -5.816  0.0270

[7]
Formula: C3H12N2O
Source: the OMol25 dataset
Level of theory: ωB97M-V with the def2-TZVPD basis set

For the LUMO energy, the calculation gives 0.946 eV. The SMILES is C=C.NCO.N. For the energy above the lowest of the compared OMol25 structures with the same formula, charge and spin, the calculation gives 2.440 eV. Its energy is -306.1543 Ha. Its highest occupied orbital energy is -9.5 eV. The calculation puts the molecular weight at 92.1 g/mol.

Each line ends with the Löwdin charge.
Atoms and positions in Å:
C1 2.546 -0.029 0.478  -0.1129
C2 2.796 0.609 1.664  -0.0571
H1 2.293 -1.117 0.445  0.0750
H2 2.580 0.559 -0.486  0.0833
H3 3.288 0.097 2.571  0.0802
H4 2.529 1.617 1.757  0.0168
N1 -2.128 1.144 -1.037  0.0065
C3 -0.858 0.605 -1.538  -0.2680
O1 0.151 -0.060 -0.672  -0.1444
H5 -2.836 0.471 -0.796  0.0489
H6 -2.004 1.688 -0.183  0.0682
H7 -1.184 -0.135 -2.247  0.1060
H8 -0.316 1.486 -1.889  0.1066
H9 0.706 0.447 -0.089  -0.0087
N2 -1.893 -1.902 1.006  0.0245
H10 -1.135 -1.724 0.358  -0.0210
H11 -2.276 -2.768 0.592  0.0222
H12 -1.601 -1.954 1.934  -0.0259

[8]
Formula: C3H12N2O2
Source: the OMol25 dataset
Level of theory: ωB97M-V with the def2-TZVPD basis set

For the LUMO energy, the calculation gives 0.801 eV. The SMILES is NCNCCO.O. For the energy above the lowest of the compared OMol25 structures with the same formula, charge and spin, the calculation gives 1.998 eV. Its energy is -381.4415 Ha. Its highest occupied orbital energy is -8.7 eV. The calculation puts the molecular weight at 108.1 g/mol.

Each line ends with the Löwdin charge.
Atoms and positions in Å:
N1 -0.789 1.654 0.942  0.0128
C1 0.135 0.909 1.696  -0.3302
N2 1.432 0.727 1.028  -0.0583
C2 1.745 -0.625 0.622  -0.2327
C3 1.444 -0.877 -0.875  -0.2015
O1 0.080 -1.378 -0.983  -0.1125
H1 -1.681 1.369 0.586  0.0657
H2 -0.796 2.655 0.995  0.0689
H3 -0.290 -0.063 1.949  0.1166
H4 0.296 1.454 2.627  0.1037
H5 1.323 1.291 0.193  0.0848
H6 1.268 -1.465 1.120  0.1147
H7 2.826 -0.798 0.697  0.1018
H8 2.065 -1.581 -1.416  0.1118
H9 1.330 0.080 -1.392  0.1060
H10 -0.555 -0.802 -0.548  0.0506
O2 -3.157 -0.318 -1.825  -0.0605
H11 -3.929 -0.389 -2.393  0.0340
H12 -2.383 -0.587 -2.325  0.0244

[9]
Formula: C3H12N2O2
Source: the OMol25 dataset
Level of theory: ωB97M-V with the def2-TZVPD basis set

For the LUMO energy, the calculation gives 0.619 eV. The SMILES is C/C(N)=C/N.O.O. For the energy above the lowest of the compared OMol25 structures with the same formula, charge and spin, the calculation gives 4.596 eV. Its energy is -381.3460 Ha. Its highest occupied orbital energy is -6.6 eV. The calculation puts the molecular weight at 108.1 g/mol.

Each line ends with the Löwdin charge.
Atoms and positions in Å:
C1 0.918 0.349 -0.403  -0.0621
C2 0.806 -0.191 0.981  -0.3639
N1 2.085 -0.224 1.634  0.0715
C3 -0.327 -0.425 1.805  -0.1831
N2 -0.809 0.679 2.649  -0.0431
H1 1.953 0.022 -0.803  0.0818
H2 0.727 1.420 -0.472  0.0937
H3 0.439 -0.206 -1.147  0.0430
H4 2.144 0.265 2.552  0.1018
H5 2.766 0.265 1.066  0.0567
H6 -1.186 -1.090 1.478  0.0823
H7 -1.826 0.910 2.642  0.0751
H8 -0.493 0.698 3.603  0.0294
O1 2.070 -2.199 -2.008  -0.1056
H9 2.293 -3.025 -2.524  0.0627
H10 2.753 -2.216 -1.279  0.0598
O2 -5.115 1.773 -3.420  -0.0962
H11 -4.253 2.152 -3.616  0.0217
H12 -4.944 1.042 -2.739  0.0744

[10]
Formula: C3H12N2O2
Source: the OMol25 dataset
Level of theory: ωB97M-V with the def2-TZVPD basis set

For the LUMO energy, the calculation gives 0.775 eV. The SMILES is NCCNCO.O. For the energy above the lowest of the compared OMol25 structures with the same formula, charge and spin, the calculation gives 2.807 eV. Its energy is -381.4118 Ha. Its highest occupied orbital energy is -9.1 eV. The calculation puts the molecular weight at 108.1 g/mol.

Each line ends with the Löwdin charge.
Atoms and positions in Å:
N1 -2.289 0.355 1.060  -0.0005
C1 -1.419 -0.282 0.021  -0.3005
C2 -0.069 0.360 -0.184  -0.2799
N2 0.795 -0.180 0.868  -0.0758
C3 2.022 0.674 1.163  -0.2568
O1 3.170 -0.040 0.708  -0.1134
H1 -2.937 -0.351 1.430  0.0689
H2 -2.778 1.185 0.916  0.0325
H3 -1.941 -0.338 -1.081  0.1282
H4 -1.483 -1.430 0.109  0.1316
H5 0.512 0.113 -1.108  0.1026
H6 -0.215 1.445 -0.163  0.1141
H7 0.286 -0.492 1.759  0.1342
H8 2.030 1.644 0.626  0.1143
H9 2.107 0.783 2.268  0.1156
H10 2.986 -0.866 0.187  0.1007
O2 -0.546 -0.938 -2.998  -0.1068
H11 -0.300 -1.207 -2.043  0.0543
H12 0.070 -0.435 -3.537  0.0369

[11]
Formula: C3H12N2O2
Source: the OMol25 dataset
Level of theory: ωB97M-V with the def2-TZVPD basis set

For the LUMO energy, the calculation gives 0.588 eV. The SMILES is CC/N=C\N.O.O. For the energy above the lowest of the compared OMol25 structures with the same formula, charge and spin, the calculation gives 1.504 eV. Its energy is -381.4596 Ha. Its highest occupied orbital energy is -9.4 eV. The calculation puts the molecular weight at 108.1 g/mol.

Each line ends with the Löwdin charge.
Atoms and positions in Å:
C1 2.598 0.434 0.811  -0.0870
C2 1.111 0.271 0.401  -0.3063
N1 0.577 -0.976 0.940  0.0052
C3 -0.673 -1.030 1.138  -0.3059
N2 -1.638 -0.045 0.966  0.1005
H1 3.091 1.095 0.113  0.0626
H2 2.664 0.882 1.803  0.0629
H3 2.902 -0.604 0.933  0.0658
H4 0.487 1.121 0.696  0.0974
H5 1.107 0.296 -0.693  0.0936
H6 -1.142 -1.984 1.388  0.1133
H7 -1.331 0.638 0.317  0.0477
H8 -2.549 -0.349 1.244  0.0845
O1 -2.531 2.123 -1.573  -0.0574
H9 -2.902 1.432 -1.016  0.0122
H10 -3.272 2.293 -2.165  0.0395
O2 0.262 -1.872 -2.053  -0.0461
H11 0.996 -1.294 -1.975  -0.0072
H12 0.246 -2.432 -1.276  0.0248

[12]
Formula: C3H12N2O2
Source: the OMol25 dataset
Level of theory: ωB97M-V with the def2-TZVPD basis set

For the LUMO energy, the calculation gives 0.591 eV. The SMILES is NCNCCO.O. For the energy above the lowest of the compared OMol25 structures with the same formula, charge and spin, the calculation gives 2.053 eV. Its energy is -381.4395 Ha. Its highest occupied orbital energy is -8.6 eV. The calculation puts the molecular weight at 108.1 g/mol.

Each line ends with the Löwdin charge.
Atoms and positions in Å:
N1 -2.251 0.094 -2.771  -0.0033
C1 -2.010 0.248 -1.330  -0.2513
N2 -1.370 -1.068 -0.801  -0.0850
C2 0.041 -0.915 -0.545  -0.2470
C3 0.463 0.159 0.499  -0.2710
O1 1.779 -0.052 0.976  -0.1034
H1 -3.262 0.046 -2.860  0.0530
H2 -1.873 -0.821 -3.004  0.0611
H3 -2.794 0.440 -0.605  0.1084
H4 -1.166 0.938 -1.177  0.0798
H5 -1.861 -1.571 -0.077  0.0889
H6 0.508 -0.634 -1.490  0.1127
H7 0.614 -1.813 -0.243  0.1196
H8 -0.224 0.259 1.345  0.1155
H9 0.510 1.118 -0.067  0.1079
H10 2.126 0.728 1.433  0.0364
O2 2.702 1.208 3.135  -0.0405
H11 3.526 1.687 3.225  0.0523
H12 2.692 0.496 3.789  0.0660

[13]
Formula: C3H12N2O2
Source: the OMol25 dataset
Level of theory: ωB97M-V with the def2-TZVPD basis set

For the LUMO energy, the calculation gives 0.713 eV. The SMILES is NC[C@@H](N)CO.O. For the energy above the lowest of the compared OMol25 structures with the same formula, charge and spin, the calculation gives 2.396 eV. Its energy is -381.4269 Ha. Its highest occupied orbital energy is -9.4 eV. The calculation puts the molecular weight at 108.1 g/mol.

Each line ends with the Löwdin charge.
Atoms and positions in Å:
N1 0.808 -0.939 -1.534  0.0079
C1 -0.633 -0.435 -1.724  -0.2151
C2 -0.813 0.766 -0.758  -0.3764
N2 -1.764 1.875 -1.229  0.0042
C3 -0.950 0.252 0.751  -0.1819
O1 -0.758 1.360 1.664  -0.0894
H1 1.358 -0.875 -2.322  0.0146
H2 1.295 -0.311 -0.895  0.0512
H3 -1.455 -1.115 -1.518  0.0901
H4 -0.880 -0.281 -2.824  0.1175
H5 0.108 1.392 -0.810  0.1267
H6 -1.599 2.020 -2.251  0.0744
H7 -2.681 1.326 -1.132  0.0894
H8 -1.958 -0.144 1.070  0.1318
H9 -0.213 -0.481 0.949  0.0909
H10 -1.416 2.021 1.461  0.0655
O2 3.458 -2.524 2.561  -0.0308
H11 2.921 -1.745 2.391  0.0327
H12 3.988 -2.548 1.804  -0.0032

Across the entries above, largest force on an atom takes the values 0.027, 0.103, 0.038, 0.057, 0.026, 0.035, 0.067, 0.056, 0.075, 0.104, 0.046, 0.077, 0.072 Eh/bohr, respectively.